*w*
Density functional theory data (the ωB97M-V functional and the def2-TZVPD basis) for one molecule with the formula C4H9N3O.

```
17
C4H9N3O (the ωB97M-V functional and the def2-TZVPD basis)
C -0.661 -1.525 -1.431
C -1.269 -0.260 -0.683
C -0.265 0.728 -0.155
C 0.739 0.404 0.988
H -1.118 -2.490 -1.202
H -0.693 -1.239 -2.478
H 0.375 -1.665 -1.292
H -2.023 -0.488 0.104
H -1.781 0.268 -1.442
H 1.117 2.546 0.244
H -0.255 -1.372 1.473
H 1.134 -1.027 2.400
H 2.109 0.976 2.060
N -0.130 1.828 -0.925
N 0.680 -0.917 1.504
N 1.547 1.345 1.314
O 0.494 2.889 -0.480
```

The LUMO energy is 0.609 eV. Its HOMO-LUMO gap is 9.6 eV. Its SMILES is [H]/N=C(N)/C(CC)=N\O.

natural (NBO) atomic charges, in units of e:
1 C -0.621
2 C -0.449
3 C 0.054
4 C 0.430
5 H 0.210
6 H 0.218
7 H 0.213
8 H 0.205
9 H 0.243
10 H 0.484
11 H 0.400
12 H 0.383
13 H 0.346
14 N -0.041
15 N -0.826
16 N -0.739
17 O -0.510

=====

*x*
Density functional theory data (the ωB97M-V functional and the def2-TZVPD basis) for one molecule with the formula C4H9N3O.

```
17
C4H9N3O (the ωB97M-V functional and the def2-TZVPD basis)
C 0.400 1.970 0.471
C 0.044 -1.550 -1.605
C -0.873 1.190 0.357
C -0.391 -0.675 -0.473
N 1.133 -1.452 1.127
O -1.882 1.787 1.014
N -1.216 0.363 -0.659
N 0.002 -0.735 0.798
H -2.706 1.361 0.733
H 1.907 -1.439 0.468
H 0.983 -2.043 1.938
H 0.209 3.013 0.204
H 1.173 1.565 -0.179
H 0.759 1.938 1.501
H 0.040 -2.600 -1.307
H 1.051 -1.279 -1.937
H -0.633 -1.415 -2.450
```

The LUMO energy is 0.966 eV. Its HOMO-LUMO gap is 8.6 eV. Its SMILES is C/C(O)=N\C(C)=N\N.

natural (NBO) atomic charges, in units of e:
1 C -0.682
2 C -0.686
3 C 0.673
4 C 0.384
5 N -0.704
6 O -0.661
7 N -0.616
8 N -0.348
9 H 0.499
10 H 0.368
11 H 0.388
12 H 0.231
13 H 0.224
14 H 0.238
15 H 0.228
16 H 0.222
17 H 0.242

=====

Relative energies, in eV, with the most stable structure set to zero: *w* 0.182; *x* 0.000.

=====

*w*
Density functional theory data (the ωB97M-V functional and the def2-TZVPD basis) for one molecule with the formula C6H14N2O.

```
23
C6H14N2O (the ωB97M-V functional and the def2-TZVPD basis)
C -1.743 -0.669 1.429
C -2.481 -0.360 0.101
C -1.428 -0.546 -1.055
C -0.402 0.514 -1.168
C 1.674 -0.831 -0.624
C 2.282 -1.419 0.633
H -1.056 -1.594 1.492
H -2.522 -1.068 2.211
H -1.229 0.349 1.836
H -3.086 0.535 -0.032
H -3.291 -1.099 -0.287
H -1.947 -0.484 -1.995
H -1.030 -1.603 -1.010
H -0.137 0.498 -2.216
H -0.788 1.461 -1.029
H 2.565 -0.462 -1.279
H 1.141 -1.582 -1.170
H 2.758 -2.444 0.359
H 1.361 -1.484 1.303
H 3.080 -0.810 1.273
N 0.837 0.450 -0.513
N 1.161 1.247 0.453
O 0.348 2.222 0.633
```

The LUMO energy is 0.819 eV. Its HOMO-LUMO gap is 9.9 eV. Its SMILES is CCCCN(CC)N=O.

natural (NBO) atomic charges, in units of e:
1 C -0.663
2 C -0.415
3 C -0.392
4 C -0.281
5 C -0.228
6 C -0.640
7 H 0.215
8 H 0.219
9 H 0.244
10 H 0.221
11 H 0.199
12 H 0.210
13 H 0.198
14 H 0.198
15 H 0.253
16 H 0.203
17 H 0.213
18 H 0.227
19 H 0.217
20 H 0.241
21 N -0.180
22 N 0.220
23 O -0.480

=====

*x*
Density functional theory data (the ωB97M-V functional and the def2-TZVPD basis) for C6H14N2O as an isolated structure.

```
23
C6H14N2O (the ωB97M-V functional and the def2-TZVPD basis)
C 0.055 0.347 0.462
C 2.151 0.132 -0.847
C -2.873 0.456 0.319
C 2.925 -0.817 0.029
N 0.338 -0.258 -0.745
C -1.711 -0.444 0.555
N -0.054 1.726 0.581
C -1.781 -1.733 0.824
O -0.384 0.374 -1.758
H -0.143 0.575 -2.671
H 0.569 -0.140 1.284
H 0.511 2.173 1.285
H -0.491 2.207 -0.192
H 2.397 1.184 -0.668
H 2.264 -0.067 -1.910
H -3.825 -0.036 0.544
H -2.797 1.352 0.937
H -2.945 0.776 -0.723
H 2.945 -0.497 1.072
H 3.971 -0.906 -0.281
H 2.499 -1.820 -0.026
H -0.897 -2.357 0.877
H -2.723 -2.226 1.054
```

The LUMO energy is 0.790 eV. Its HOMO-LUMO gap is 8.5 eV.

natural (NBO) atomic charges, in units of e:
1 C 0.127
2 C -0.257
3 C -0.686
4 C -0.655
5 N -0.123
6 C 0.042
7 N -0.891
8 C -0.478
9 O -0.659
10 H 0.503
11 H 0.218
12 H 0.392
13 H 0.402
14 H 0.191
15 H 0.187
16 H 0.210
17 H 0.217
18 H 0.222
19 H 0.204
20 H 0.225
21 H 0.227
22 H 0.194
23 H 0.187

=====

Relative energies, in eV, with the most stable structure set to zero: *w* 0.000; *x* 1.379.

=====

*w*
Density functional theory data (the ωB97M-V functional and the def2-TZVPD basis) for a 2-piece molecular cluster, C6H14N2O overall.

```
23
C6H14N2O (the ωB97M-V functional and the def2-TZVPD basis)
C 1.008 1.686 -0.549
C 2.126 -0.530 -0.567
C 1.072 0.195 1.589
C -1.868 -2.122 -0.227
C -0.383 -0.323 -0.294
C 0.950 0.298 0.054
N -2.665 1.355 -0.312
N -2.066 0.984 0.639
O -0.688 -1.552 0.181
H 0.134 2.200 0.004
H 0.763 1.766 -1.663
H 2.003 2.235 -0.231
H 2.998 0.143 -0.866
H 2.456 -1.187 0.146
H 1.694 -1.132 -1.440
H 0.448 -0.422 2.116
H 0.854 1.191 2.135
H 2.074 -0.008 1.793
H -1.719 -3.112 0.105
H -1.880 -1.906 -1.225
H -2.829 -1.566 0.223
H -0.932 -0.234 -1.308
H -3.552 2.042 -0.302
```

The LUMO energy (alpha / beta) is 0.981 / 0.821 eV. Its HOMO-LUMO gap (alpha / beta) is 8.3 / 7.4 eV.

natural (NBO) atomic charges, in units of e:
1 C -0.605
2 C -0.586
3 C -0.593
4 C -0.229
5 C 0.270
6 C -0.179
7 N -0.381
8 N -0.104
9 O -0.524
10 H 0.219
11 H 0.226
12 H 0.219
13 H 0.213
14 H 0.204
15 H 0.211
16 H 0.229
17 H 0.207
18 H 0.202
19 H 0.201
20 H 0.169
21 H 0.172
22 H 0.156
23 H 0.304

=====

*x*
Density functional theory data (the ωB97M-V functional and the def2-TZVPD basis) for one molecule with the formula C6H14N2O.

```
23
C6H14N2O (the ωB97M-V functional and the def2-TZVPD basis)
C -0.829 0.669 -0.617
C 1.404 -0.593 -0.108
C 1.861 -0.155 1.286
C 2.096 0.239 -1.193
N -2.299 0.616 -0.632
C -0.122 -0.623 -0.225
N -2.853 0.622 0.735
C -0.754 -1.796 -0.016
O -0.455 1.698 0.271
H -1.247 1.735 0.842
H -2.610 1.451 -1.140
H -0.502 0.947 -1.625
H 1.766 -1.621 -0.247
H -2.391 -0.101 1.303
H -3.829 0.305 0.697
H 1.716 0.918 1.449
H 1.319 -0.694 2.070
H 2.928 -0.367 1.417
H 1.748 -0.046 -2.192
H 1.918 1.311 -1.062
H 3.179 0.082 -1.161
H -1.830 -1.900 -0.120
H -0.212 -2.694 0.267
```

The LUMO energy is 0.970 eV. Its HOMO-LUMO gap is 9.6 eV. Its SMILES is C=C(C(C)C)[C@H](O)NN.

natural (NBO) atomic charges, in units of e:
1 C 0.186
2 C -0.256
3 C -0.600
4 C -0.611
5 N -0.496
6 C 0.015
7 N -0.727
8 C -0.412
9 O -0.741
10 H 0.488
11 H 0.363
12 H 0.184
13 H 0.203
14 H 0.367
15 H 0.371
16 H 0.222
17 H 0.207
18 H 0.202
19 H 0.206
20 H 0.213
21 H 0.214
22 H 0.203
23 H 0.198

=====

*y*
Density functional theory data (the ωB97M-V functional and the def2-TZVPD basis) for a 2-piece molecular cluster, C6H14N2O overall.

```
23
C6H14N2O (the ωB97M-V functional and the def2-TZVPD basis)
C 0.629 -0.282 1.960
C -1.736 0.130 1.093
C -0.335 -0.327 0.798
O -1.204 -1.614 -0.932
N -0.140 -1.439 0.033
H -1.273 -2.573 -0.994
H 1.620 -0.627 1.669
H 0.711 0.731 2.356
H -2.331 0.238 0.190
H -1.719 1.078 1.631
H -2.238 -0.610 1.727
H 0.273 -0.936 2.764
C 1.770 -0.327 -1.534
N -0.690 1.374 -1.588
C 0.267 1.359 -0.553
C 1.533 0.794 -0.746
H -0.813 0.477 -2.038
H -1.590 1.724 -1.292
H 0.194 2.213 0.112
H 2.279 1.071 -0.010
H 1.195 -0.478 -2.443
H 2.775 -0.731 -1.577
H 0.823 -1.244 -0.627
```

The LUMO energy is 0.796 eV. Its HOMO-LUMO gap is 7.9 eV.

natural (NBO) atomic charges, in units of e:
1 C -0.648
2 C -0.661
3 C 0.241
4 O -0.615
5 N -0.337
6 H 0.476
7 H 0.225
8 H 0.214
9 H 0.231
10 H 0.216
11 H 0.221
12 H 0.214
13 C -0.630
14 N -0.828
15 C -0.070
16 C -0.189
17 H 0.381
18 H 0.366
19 H 0.199
20 H 0.207
21 H 0.209
22 H 0.218
23 H 0.361

=====

*z*
Density functional theory data (the ωB97M-V functional and the def2-TZVPD basis) for one molecule with the formula C6H14N2O.

```
23
C6H14N2O (the ωB97M-V functional and the def2-TZVPD basis)
C 1.075 -1.178 2.158
C 0.835 0.005 1.209
C 2.094 0.509 0.500
C -0.656 0.455 -0.820
C -1.968 1.180 -0.336
C -0.837 -0.114 -2.269
H 1.746 -0.856 2.940
H 0.026 -1.331 2.457
H 1.327 -1.996 1.455
H 0.348 0.854 1.742
H 2.990 0.585 1.244
H 2.514 -0.125 -0.301
H 2.091 1.465 -0.004
H 0.181 1.126 -1.003
H -2.857 0.443 -0.383
H -1.927 1.677 0.693
H -2.054 2.099 -0.942
H -0.779 0.609 -3.091
H -1.894 -0.501 -2.450
H -0.074 -0.838 -2.557
N -0.093 -0.480 0.226
N -0.604 -1.699 0.197
O -1.483 -1.891 -0.664
```

The LUMO energy is 0.834 eV. Its HOMO-LUMO gap is 9.5 eV. Its SMILES is CC(C)N(N=O)C(C)C.

natural (NBO) atomic charges, in units of e:
1 C -0.616
2 C -0.040
3 C -0.639
4 C -0.072
5 C -0.639
6 C -0.611
7 H 0.218
8 H 0.226
9 H 0.234
10 H 0.200
11 H 0.218
12 H 0.223
13 H 0.219
14 H 0.206
15 H 0.237
16 H 0.212
17 H 0.220
18 H 0.202
19 H 0.227
20 H 0.222
21 N -0.226
22 N 0.217
23 O -0.436

=====

Relative energies, in eV, with the most stable structure set to zero: *w* 3.839; *x* 0.000; *y* 2.108; *z* 1.602.